# C3H2N2

A molecular structure, C3H2N2 at a distorted geometry (ωB97M-V/def2-TZVPD, OMol25).

Cartesian coordinates (Å):
N (0.7425, -1.4090, 0.3396)
N (1.1506, -0.6180, -0.8878)
C (-0.2183, -0.9945, -0.6987)
C (0.6535, -0.0514, 0.3009)
C (-0.5070, 0.7081, 0.3329)
H (-1.1868, 0.9570, 1.1714)
H (-0.6345, 1.4078, -0.5583)

As for the spin multiplicity: 1. For the HOMO energy, the calculation gives -10.9 eV. Its total charge is 0. For the LUMO energy, the calculation gives 0.130 eV. As for the energy relative to the best compared isomer or geometry (same formula, charge and spin): 6.176 eV.

# C45H40CoFN6O12S

A molecular structure, C45H40CoFN6O12S (ωB97M-V/def2-TZVPD, OMol25).

Cartesian coordinates (Å):
Co (-1.7712, 0.9579, -1.8416)
S (-1.8574, -0.3697, 2.9934)
F (2.8945, -2.2309, -0.9768)
O (-4.8416, 2.4554, 0.1233)
O (-2.5981, -1.1667, 3.9958)
O (0.2829, -0.3874, -4.5859)
O (-0.5822, 2.2674, -1.0953)
O (3.9824, 1.7433, -4.4029)
O (0.2047, 0.0667, 0.2678)
O (-3.2763, -0.5681, -2.9853)
O (0.0177, -2.2813, -0.4113)
O (3.1669, 2.2318, -0.5122)
O (-0.9959, 1.0856, -3.5027)
O (5.4698, -1.8112, -1.9864)
O (-3.1681, 1.3536, -0.8161)
N (2.2036, 0.3762, 1.2283)
N (-1.4987, -1.0728, -1.6726)
N (4.6731, -0.0540, -3.1960)
N (2.4649, 0.6535, -3.0877)
N (-2.7913, -0.1808, 1.6437)
N (-2.5271, -2.7586, -2.7437)
C (-4.8327, 0.0784, 0.3515)
C (-0.4760, -4.1566, -2.6673)
C (3.5746, 3.2500, -1.4157)
C (0.1502, 0.6221, -3.9370)
C (-0.9183, -2.1940, -1.2086)
C (-0.5447, 4.1977, 0.2120)
C (-3.7500, -5.9730, 0.8277)
C (-1.7293, 3.9109, 4.6262)
C (1.6146, -5.3835, -4.0314)
C (1.0203, 2.9564, 2.1362)
C (-3.1202, -4.8427, 1.3212)
C (0.8672, -4.3934, -4.6498)
C (0.2850, -5.1399, -2.0435)
C (-1.8758, 1.3254, 3.5920)
C (0.6139, 2.2314, 0.9978)
C (-4.2412, -0.2601, 1.7140)
C (-4.3091, 1.4093, -0.1384)
C (1.3528, 1.4894, -3.5382)
C (-3.6387, -6.2905, -0.5207)
C (5.3364, 1.3691, 2.9139)
C (4.5341, -1.1171, -2.3057)
C (-0.2056, 2.8379, 0.0089)
C (-2.2602, 3.6771, 3.3609)
C (-0.1739, -3.7769, -3.9697)
C (3.1616, -1.2454, -1.8404)
C (1.0456, 0.8684, 0.8311)
C (-1.2691, 2.8238, 5.3646)
C (5.8046, 2.3414, 2.0460)
C (0.6445, 4.2595, 2.3169)
C (3.7165, 0.8461, -3.6339)
C (-1.5596, -3.4297, -1.8847)
C (3.9020, 2.0278, 0.6032)
C (-1.3391, 1.5366, 4.8549)
C (-2.3317, 2.3962, 2.8377)
C (4.1313, 0.7414, 2.6389)
C (2.2135, -0.3914, -2.2275)
C (-2.9042, -5.4775, -1.3670)
C (5.0975, 2.6719, 0.8975)
C (-0.1388, 4.8810, 1.3284)
C (-1.6525, 5.3102, 5.1715)
C (3.4122, 1.0782, 1.5070)
C (-2.2819, -4.3290, -0.8819)
C (1.3244, -5.7518, -2.7248)
C (-2.3890, -4.0250, 0.4680)
C (-2.5299, -1.4280, -2.5376)
H (2.2853, -0.6352, 1.2113)
H (-0.8509, 2.9872, 6.3506)
H (-2.7143, 2.2395, 1.8373)
H (5.4913, 3.4159, 0.2216)
H (-2.6182, 4.5096, 2.7663)
H (-0.4370, 5.9147, 1.4525)
H (-1.1584, 4.6663, -0.5455)
H (-1.8795, -3.1689, 0.8802)
H (2.4246, -5.8647, -4.5635)
H (1.6019, 2.4550, 2.9005)
H (-4.3185, -6.6114, 1.4909)
H (-0.9979, 5.9331, 4.5588)
H (3.7321, -0.0085, 3.3109)
H (-3.2306, -3.2307, -3.2851)
H (-2.6370, 5.7797, 5.1748)
H (4.5491, 3.0212, -1.8525)
H (-1.2695, 5.3181, 6.1910)
H (5.5953, 0.0798, -3.5871)
H (-2.7984, -5.7437, -2.4129)
H (3.6073, 4.2209, -0.9172)
H (6.7387, 2.8467, 2.2514)
H (0.0661, -5.4217, -1.0215)
H (1.0525, 2.1760, -2.7473)
H (1.7067, 2.0546, -4.3979)
H (-4.1173, -7.1792, -0.9111)
H (-5.9126, 0.1703, 0.4528)
H (0.4918, -0.9141, 0.0163)
H (0.9321, 4.7933, 3.2116)
H (1.9123, -6.5150, -2.2322)
H (-4.6128, -0.7086, -0.3725)
H (2.8227, 3.2709, -2.1999)
H (-2.3620, -0.5350, 0.8050)
H (-4.6015, 0.4391, 2.4699)
H (-3.1804, -4.5903, 2.3729)
H (-0.9898, 0.6964, 5.4436)
H (5.8949, 1.1039, 3.8001)
H (-0.7303, -2.9802, -4.4463)
H (-4.5678, -1.2592, 2.0130)
H (1.1975, -0.4799, -1.8690)
H (1.0984, -4.0876, -5.6615)

As for the spin multiplicity: 5. Its expectation value of S² is 6.013. For the HOMO energy (alpha / beta), the calculation gives -8.6 / -8.6 eV. Its total charge is 0. For the LUMO energy (alpha / beta), the calculation gives -0.515 / -2.285 eV. As for the energy relative to the best compared isomer or geometry (same formula, charge and spin): 0.000 eV.

# C4H19KNO5

A molecular structure, C4H19KNO5 at a distorted geometry (ωB97M-V/def2-TZVPD, OMol25).

Cartesian coordinates (Å):
K (-0.4316, 1.8873, 1.7057)
O (-0.5868, 2.7955, -0.7134)
O (0.5936, -0.8496, 0.9423)
O (1.9821, 1.4731, -0.6307)
O (1.8259, 2.9800, 2.0384)
O (-2.8825, 0.1809, 1.6506)
N (0.7171, -0.6919, -1.8764)
C (-0.5135, -0.8515, -1.1460)
C (-0.2024, -1.6409, 0.0846)
C (-1.6171, -1.4303, -1.9959)
C (1.1491, -1.5769, 2.0490)
H (1.7478, 0.5442, -0.7995)
H (-0.9260, 0.1024, -0.8453)
H (-1.4296, -0.9462, -2.9706)
H (0.5120, -0.3312, -2.8386)
H (1.0581, -1.6192, -2.1284)
H (2.4210, 3.4253, 2.6023)
H (-1.0797, -2.0509, 0.5650)
H (-3.6841, 0.2620, 1.1120)
H (-2.5703, -1.2358, -1.5576)
H (1.8148, -2.3147, 1.6892)
H (1.7292, -0.8085, 2.5565)
H (-1.0710, 3.4452, -1.2810)
H (0.3871, -2.4964, -0.3052)
H (2.7376, 1.7348, -1.1188)
H (2.1772, 2.4037, 1.3638)
H (-3.0938, -0.4839, 2.3286)
H (0.3163, 2.6756, -0.9734)
H (-1.4606, -2.5076, -2.1786)
H (0.3799, -2.0746, 2.6714)

As for the spin multiplicity: 1. For the HOMO energy, the calculation gives -12.9 eV. Its total charge is +1. For the LUMO energy, the calculation gives -2.756 eV.

# C2H3NOS2

A molecular structure, C2H3NOS2 at a distorted geometry (ωB97M-V/def2-TZVPD, OMol25).

Cartesian coordinates (Å):
S (-1.7145, -0.9653, -0.1229)
S (0.8838, 0.8354, -0.3354)
O (3.0440, -0.6732, 0.0273)
N (-1.9025, 0.6181, 0.2992)
C (-0.7885, 1.3260, 0.3027)
C (1.7029, -0.7078, 0.3601)
H (-0.8329, 2.4298, 0.7042)
H (-3.3523, -1.0976, -0.6287)
H (0.9549, -1.9050, 0.9669)

As for the spin multiplicity: 1. For the HOMO energy, the calculation gives -9.4 eV. Its total charge is 0. For the LUMO energy, the calculation gives -0.802 eV. As for the energy relative to the best compared isomer or geometry (same formula, charge and spin): 6.038 eV.

| no. | E_tot (Eh) |
| --- | --- |
| 1 | -224.77024 |
| 2 | -4851.17643 |
| 3 | -1194.53676 |
| 4 | -1004.16566 |